Record 1
C5H14N2O2 | ωB97M-V with the def2-TZVPD basis set

ORCA input file:
```
! RIJCOSX wB97M-V def2-TZVPD def2/J DEFGRID3
* xyz 0 1
C -1.101 -1.952 -1.832
O -1.160 -1.237 -0.620
N -0.506 0.053 -0.776
N -1.441 1.066 -0.899
C 0.437 0.309 0.303
C 1.281 -0.936 0.553
C 1.314 1.472 -0.154
C -0.345 0.750 1.658
O 0.523 1.303 2.621
H -0.066 -2.117 -2.144
H -1.644 -1.436 -2.630
H -1.583 -2.908 -1.631
H -1.920 0.974 -1.789
H -2.093 1.053 -0.088
H 2.081 -0.707 1.255
H 1.736 -1.268 -0.378
H 0.672 -1.745 0.949
H 0.693 2.296 -0.501
H 1.961 1.156 -0.973
H 1.912 1.830 0.672
H -0.856 -0.139 2.050
H -1.077 1.541 1.495
H 1.182 0.642 2.858
*
```

The value obtained for the energy relative to the best compared isomer or geometry (same formula, charge and spin) is 3.805 eV. Its SMILES is CON(N)C(C)(C)CO. The calculation puts the HOMO energy at -8.75 eV.

Here are the Mulliken charges for atoms 1 to 8, given in e: number 1, C, carries -0.59; number 2, O, carries -0.27; number 3, N, carries 0.02; number 4, N, carries -0.63; number 5, C, carries 1.74; number 6, C, carries -1.79; number 7, C, carries -1.71; number 8, C, carries -0.96

Record 2
C5H14N2O2 | ωB97M-V with the def2-TZVPD basis set

ORCA input file:
```
! RIJCOSX wB97M-V def2-TZVPD def2/J DEFGRID3
* xyz 0 1
C 2.658 -0.645 0.896
N 2.548 0.303 -0.272
C 1.285 0.035 -0.998
C 0.102 0.049 -0.071
N -1.049 0.441 -0.950
C -0.963 1.888 -1.333
C -2.264 -0.136 -1.011
O -2.611 -1.068 -0.352
H 3.560 -0.379 1.591
H 1.757 -0.774 1.690
H 2.864 -1.730 0.686
H 2.805 1.213 0.123
H 1.345 -0.871 -1.506
H 1.337 0.976 -1.681
H 0.085 0.870 0.695
H -0.214 -0.868 0.489
H -0.426 1.942 -2.324
H -1.954 2.340 -1.622
H -0.542 2.596 -0.718
H -2.889 0.268 -1.782
O -0.133 -1.018 3.163
H -0.423 -0.999 2.218
H -0.749 -0.255 3.307
*
```

The value obtained for the energy relative to the best compared isomer or geometry (same formula, charge and spin) is 3.480 eV. Its SMILES is CNCCN(C)C=O.O. The calculation puts the HOMO energy at -8.96 eV.

Here are the Mulliken charges for atoms 1 to 8, given in e: number 1, C, carries -0.64; number 2, N, carries -0.42; number 3, C, carries -0.47; number 4, C, carries -0.66; number 5, N, carries 0.17; number 6, C, carries -1.20; number 7, C, carries 0.02; number 8, O, carries -0.55

Record 3
C5H14N2O3 | ωB97M-V with the def2-TZVPD basis set

ORCA input file:
```
! RIJCOSX wB97M-V def2-TZVPD def2/J DEFGRID3
* xyz 0 1
C -1.391 1.226 -0.227
O -0.052 0.811 -0.185
C 0.325 -0.276 -1.222
C -0.058 0.182 -2.625
C 1.836 -0.410 -1.061
O -0.352 -1.424 -0.905
H -1.597 1.849 -1.107
H -2.085 0.372 -0.249
H -1.591 1.847 0.647
H 0.288 1.200 -2.786
H 0.414 -0.478 -3.353
H -1.137 0.134 -2.756
H 2.188 -1.236 -1.674
H 2.321 0.510 -1.382
H 2.091 -0.588 -0.024
H -0.326 -1.543 0.147
N -0.230 0.777 2.793
C 0.453 -0.262 2.233
N -0.352 -1.364 1.857
O 1.655 -0.315 2.152
H -1.187 0.879 3.094
H 0.027 1.698 2.470
H -1.327 -1.335 2.119
H 0.086 -2.256 2.045
*
```

The value obtained for the energy relative to the best compared isomer or geometry (same formula, charge and spin) is 0.746 eV. Its SMILES is COC(C)(C)O.NC(N)=O. The calculation puts the HOMO energy at -9.71 eV.

Here are the Mulliken charges for atoms 1 to 8, given in e: number 1, C, carries -0.91; number 2, O, carries -0.35; number 3, C, carries 1.46; number 4, C, carries -1.75; number 5, C, carries -1.34; number 6, O, carries -0.64; number 7, H, carries 0.31; number 8, H, carries 0.36

Record 4
C5H14N2P | ωB97M-V with the def2-TZVPD basis set

ORCA input file:
```
! RIJCOSX wB97M-V def2-TZVPD def2/J DEFGRID3
* xyz 1 1
C 0.050 -2.283 0.250
N -0.097 -0.778 0.404
C -1.403 -0.698 1.063
C -0.177 -0.312 -0.972
C -0.349 1.223 -1.148
C 0.874 2.038 -0.471
N 0.964 1.632 0.889
P 1.320 0.148 1.413
H 0.363 -2.610 1.298
H -0.880 -2.868 -0.008
H 0.717 -2.539 -0.565
H -1.252 -1.166 2.093
H -1.801 0.371 1.128
H -2.155 -1.215 0.566
H -0.905 -0.886 -1.456
H 0.763 -0.531 -1.495
H -1.356 1.644 -0.996
H -0.207 1.643 -2.187
H 1.855 1.553 -0.996
H 0.725 3.126 -0.629
H 0.717 2.473 1.395
H 2.233 0.035 0.424
*
```

The value obtained for the energy relative to the best compared isomer or geometry (same formula, charge and spin) is 0.401 eV. Its SMILES is C[N+]1(C)CCCNP1. The calculation puts the HOMO energy at -13.79 eV.

Here are the Mulliken charges for atoms 1 to 8, given in e: number 1, C, carries -0.85; number 2, N, carries 0.23; number 3, C, carries -0.98; number 4, C, carries -0.96; number 5, C, carries -0.54; number 6, C, carries -0.69; number 7, N, carries -0.08; number 8, P, carries 0.03

Record 5
C5H14N2S | ωB97M-V with the def2-TZVPD basis set

ORCA input file:
```
! RIJCOSX wB97M-V def2-TZVPD def2/J DEFGRID3
* xyz 0 1
C -1.174 0.492 2.302
C -1.044 1.355 1.058
C -0.516 2.595 1.074
N -0.304 3.442 -0.027
H -0.768 1.041 3.167
H -2.178 0.222 2.502
H -0.625 -0.434 2.169
H -1.431 0.960 0.096
H -0.158 3.014 2.014
H -0.466 4.421 0.163
H -0.806 3.145 -0.869
N 1.040 -0.127 -1.110
C 1.501 -1.533 -1.129
C 0.299 -2.405 -1.484
S 0.849 -4.152 -1.470
H 0.656 0.060 -0.196
H 1.863 0.497 -1.148
H 1.933 -1.883 -0.205
H 2.270 -1.642 -1.943
H -0.500 -2.226 -0.762
H -0.082 -2.147 -2.464
H -0.358 -4.695 -1.738
*
```

The value obtained for the energy relative to the best compared isomer or geometry (same formula, charge and spin) is 0.560 eV. Its SMILES is C/C=C/N.NCCS. The calculation puts the HOMO energy at -8.22 eV.

Here are the Mulliken charges for atoms 1 to 8, given in e: number 1, C, carries -1.04; number 2, C, carries -0.36; number 3, C, carries -0.06; number 4, N, carries -0.52; number 5, H, carries 0.31; number 6, H, carries 0.32; number 7, H, carries 0.25; number 8, H, carries 0.36

Record 6
C5H14N2S | ωB97M-V with the def2-TZVPD basis set

ORCA input file:
```
! RIJCOSX wB97M-V def2-TZVPD def2/J DEFGRID3
* xyz 0 1
C 0.574 0.802 -0.739
N 0.072 -0.207 0.152
C 0.302 -1.636 -0.250
C -0.022 -2.723 0.718
S -2.929 -2.910 -0.252
C 0.543 2.295 -0.141
N 2.208 3.008 -0.172
C 2.174 4.086 0.797
H 1.700 0.699 -0.886
H 0.182 0.802 -1.750
H -0.964 -0.113 0.273
H 1.437 -1.671 -0.395
H -0.151 -1.897 -1.257
H 0.183 -2.476 1.780
H -1.086 -2.869 0.705
H 0.407 -3.684 0.453
H -0.359 2.753 -0.512
H 0.416 2.177 0.954
H 1.141 3.066 -0.873
H 3.180 4.287 1.244
H 1.903 5.080 0.412
H 1.500 3.868 1.720
*
```

The value obtained for the energy relative to the best compared isomer or geometry (same formula, charge and spin) is 8.591 eV. The calculation puts the HOMO energy at -8.63 eV.

Here are the Mulliken charges for atoms 1 to 8, given in e: number 1, C, carries -0.72; number 2, N, carries -0.29; number 3, C, carries -0.34; number 4, C, carries -0.66; number 5, S, carries -0.09; number 6, C, carries -0.65; number 7, N, carries -0.43; number 8, C, carries -0.67

Record 7
C5H14N2Si | ωB97M-V with the def2-TZVPD basis set

ORCA input file:
```
! RIJCOSX wB97M-V def2-TZVPD def2/J DEFGRID3
* xyz 0 1
H -2.808 2.629 0.414
N -2.972 1.614 0.342
Si -1.769 0.579 0.227
C -1.329 -1.017 1.127
C -0.187 -0.542 0.121
C 1.098 0.017 0.697
C 2.156 -1.133 0.772
C 3.506 -0.484 1.342
H -1.642 -1.988 1.092
H -0.778 -0.897 2.160
H -0.252 -1.151 -0.810
H 1.367 0.928 0.042
H 0.754 0.477 1.712
H 1.894 -2.007 1.414
H 2.374 -1.443 -0.254
H 3.486 -0.003 2.291
H 3.876 0.167 0.626
H 4.352 -1.162 1.443
N -3.219 1.568 -3.535
H -3.027 1.589 -4.506
H -2.663 0.762 -3.149
H -4.214 1.496 -3.567
*
```

The value obtained for the energy relative to the best compared isomer or geometry (same formula, charge and spin) is 4.092 eV. Its SMILES is [H]/N=[Si]1/C[C@@H]1CCC.N. The calculation puts the HOMO energy at -8.29 eV.

Here are the Mulliken charges for atoms 1 to 8, given in e: number 1, H, carries 0.21; number 2, N, carries -0.63; number 3, Si, carries 0.48; number 4, C, carries -1.03; number 5, C, carries -0.17; number 6, C, carries -0.53; number 7, C, carries -0.34; number 8, C, carries -1.34

Record 8
C5H14N3 | ωB97M-V with the def2-TZVPD basis set

ORCA input file:
```
! RIJCOSX wB97M-V def2-TZVPD def2/J DEFGRID3
* xyz 1 1
C 1.812 -0.333 1.090
N -0.440 -3.187 1.622
C 0.309 -2.263 1.068
N 0.981 -1.364 1.718
H 1.496 0.652 1.431
H 1.680 -0.385 0.015
H 2.855 -0.525 1.329
H -0.607 -3.211 2.621
H -0.962 -3.843 1.065
H 0.381 -2.261 -0.012
H 0.918 -1.352 2.728
N -1.142 -0.050 -1.726
C -1.058 1.123 -0.837
C -0.686 3.481 -1.540
C -0.267 2.229 -1.477
H -1.320 -0.905 -1.215
H -0.295 -0.173 -2.267
H -0.582 0.859 0.114
H -2.057 1.512 -0.666
H -0.068 4.246 -1.999
H -1.645 3.772 -1.141
H 0.696 1.979 -1.920
*
```

The value obtained for the energy relative to the best compared isomer or geometry (same formula, charge and spin) is 1.994 eV. The calculation puts the HOMO energy at -12.20 eV.

Here are the Mulliken charges for atoms 1 to 8, given in e: number 1, C, carries -0.81; number 2, N, carries -0.33; number 3, C, carries 0.23; number 4, N, carries -0.16; number 5, H, carries 0.33; number 6, H, carries 0.30; number 7, H, carries 0.32; number 8, H, carries 0.22